Molecular formula: C60H47Br2IN4O3PSSbSeTi
Method: DFT, ωB97M-V with the def2-TZVPD basis set

Frontier orbital gap (spin up / spin down), eV: 7.65 / 7.75
ΔE to the lowest compared entry with this formula, charge and spin, kJ/mol: 0.0
Largest force on an atom, eV Å⁻¹: 1.08
E_HOMO (spin up / spin down), eV: -9.8415 / -9.8444
Spin multiplicity: 2
Total charge: +1

Atoms and positions in Å:
Ti (-0.29538, 1.32126, 0.17129)
C (-1.01364, 4.36083, 2.01274)
C (0.17099, 4.42888, 1.10562)
C (0.76557, 5.68641, 0.84918)
C (1.84241, 5.79554, 0.02813)
C (2.39596, 4.63151, -0.54658)
C (3.49902, 4.59777, -1.43352)
Br (4.39838, 6.19263, -1.90109)
C (3.91699, 3.41898, -1.97064)
C (3.27717, 2.21963, -1.61785)
Br (3.84479, 0.61121, -2.45020)
C (2.24175, 2.17238, -0.71751)
O (1.61321, 1.08162, -0.33024)
C (1.77392, 3.41824, -0.21993)
N (0.65755, 3.33175, 0.56018)
H (-0.89226, 5.08138, 2.82233)
H (-1.13894, 3.36818, 2.42671)
H (-1.91328, 4.62247, 1.45184)
H (0.32683, 6.56142, 1.31038)
H (2.28283, 6.75994, -0.18918)
H (4.74445, 3.39477, -2.66599)
O (-2.79720, 3.86945, -0.81246)
C (-2.92744, 2.75300, -0.36907)
O (-2.04103, 2.14528, 0.39327)
C (-4.14782, 1.91104, -0.62808)
C (-5.35792, 2.58033, -0.79960)
C (-6.52721, 1.87931, -1.03112)
C (-6.49092, 0.49207, -1.11834)
C (-5.28722, -0.17631, -0.97045)
C (-4.09919, 0.51515, -0.72191)
P (-2.55822, -0.47512, -0.51696)
C (-2.54708, -1.51522, -2.01571)
C (-3.05895, -1.01662, -3.21632)
C (-2.93755, -1.74482, -4.39196)
C (-2.27739, -2.96580, -4.40519)
C (-1.74139, -3.45803, -3.22589)
C (-1.87461, -2.74029, -2.04425)
C (-3.08264, -1.51968, 0.89283)
C (-3.24365, -0.81631, 2.09167)
C (-3.60256, -1.47508, 3.25755)
C (-3.80190, -2.85033, 3.24655)
C (-3.66122, -3.55372, 2.06093)
C (-3.30927, -2.89420, 0.88734)
H (-5.35757, 3.66176, -0.74650)
H (-7.46465, 2.41012, -1.14374)
H (-7.39874, -0.06925, -1.30187)
H (-5.26690, -1.25835, -1.04909)
H (-3.57950, -0.06737, -3.22422)
H (-3.36817, -1.36257, -5.31083)
H (-2.18336, -3.52607, -5.32840)
H (-1.21962, -4.40771, -3.21734)
H (-1.41848, -3.13504, -1.14778)
H (-3.09492, 0.25604, 2.10612)
H (-3.73086, -0.91101, 4.17433)
H (-4.08516, -3.36817, 4.15626)
H (-3.83426, -4.62332, 2.03905)
H (-3.23992, -3.46462, -0.02610)
S (-0.21026, 0.68569, 2.61639)
Sb (1.80634, -0.18751, 3.26029)
C (1.33166, -1.27975, 4.98754)
C (0.02538, -1.71347, 5.18599)
C (-0.28001, -2.47544, 6.30630)
C (0.71446, -2.79694, 7.22129)
C (2.01886, -2.35815, 7.02349)
C (2.33190, -1.60063, 5.90400)
C (3.07803, 1.38505, 3.82694)
C (4.39800, 1.44675, 3.39605)
C (5.20380, 2.50370, 3.79990)
C (4.69178, 3.48715, 4.63496)
C (3.37174, 3.42116, 5.06810)
C (2.56164, 2.37243, 4.66211)
C (3.00001, -1.50332, 2.12230)
C (3.65541, -1.10828, 0.95949)
C (4.53179, -1.98693, 0.33821)
C (4.74524, -3.25501, 0.86503)
C (4.07729, -3.65346, 2.01546)
C (3.20704, -2.77678, 2.64810)
H (-0.75465, -1.45531, 4.47672)
H (-1.29627, -2.81647, 6.46279)
H (0.47374, -3.38907, 8.09609)
H (2.79037, -2.60410, 7.74277)
H (3.35186, -1.25685, 5.75638)
H (4.80811, 0.67694, 2.75087)
H (6.23127, 2.55609, 3.46243)
H (5.32201, 4.30930, 4.95133)
H (2.97463, 4.18854, 5.72050)
H (1.52757, 2.33358, 4.98719)
H (3.47734, -0.13083, 0.52898)
H (5.04672, -1.67593, -0.56197)
H (5.43406, -3.93400, 0.37685)
H (4.23314, -4.64304, 2.42645)
H (2.69260, -3.09628, 3.54691)
I (0.07808, -4.85750, 2.27197)
C (0.49165, -3.50559, 0.74877)
C (1.21552, -3.87824, -0.37347)
C (1.46894, -2.92023, -1.34117)
C (1.00189, -1.63158, -1.14187)
N (0.32000, -1.26770, -0.05836)
C (0.06537, -2.19172, 0.86990)
H (1.57611, -4.89369, -0.48669)
H (2.03218, -3.16803, -2.23259)
H (1.19615, -0.83731, -1.84614)
H (-0.49687, -1.86443, 1.73678)
C (-2.33902, 1.84304, -5.34768)
N (-1.16028, 1.02730, -5.10739)
C (-0.38596, 1.05665, -4.00482)
Se (-0.62548, 2.21785, -2.58478)
N (0.61135, 0.17415, -4.19638)
C (0.46944, -0.46604, -5.42062)
C (1.21081, -1.44766, -6.05823)
C (0.76052, -1.86158, -7.30120)
C (-0.38269, -1.30910, -7.88576)
C (-1.11554, -0.32015, -7.24984)
C (-0.66502, 0.08683, -6.00345)
H (-2.55978, 2.40921, -4.44748)
H (-3.18409, 1.20381, -5.59592)
H (-2.15361, 2.53166, -6.17129)
H (1.39736, 0.10656, -3.56204)
H (2.10074, -1.87020, -5.60849)
H (1.30923, -2.62637, -7.83615)
H (-0.69805, -1.65762, -8.86144)
H (-1.99537, 0.11350, -7.70879)